(1)
Entry from OMol25: a cluster of 5 separate species, C14H21Cl9F8O in total (ωB97M-V with the def2-TZVPD basis set).

Each line ends with the Löwdin charge.
Atoms and positions in Å:
F 4.47 -0.74 1.25  0.06
C 3.95 -1.60 0.33  -0.29
F 3.19 -2.52 0.98  0.09
C 3.12 -0.83 -0.71  -0.44
F 2.58 -1.74 -1.56  0.13
F 3.97 -0.09 -1.47  0.10
C 2.07 0.03 -0.04  -0.07
O 1.20 0.66 -0.96  0.05
C 0.20 1.44 -0.38  -0.52
F 0.05 1.22 0.93  0.16
F 0.61 2.73 -0.52  0.11
C -1.11 1.27 -1.13  -0.28
F -1.48 -0.02 -1.20  0.10
F -2.08 1.91 -0.42  0.04
H 4.75 -2.15 -0.17  0.17
H 2.50 0.79 0.60  0.11
H 1.54 -0.67 0.63  0.14
H -1.16 1.70 -2.12  0.13
Cl -3.23 6.03 -3.05  0.50
C -1.52 5.57 -3.03  -1.50
Cl -1.21 4.02 -3.81  0.55
Cl -0.99 5.51 -1.34  0.52
H -0.98 6.33 -3.59  0.01
Cl 4.59 3.21 -0.74  0.55
C 5.50 2.58 0.63  -1.55
Cl 4.54 2.24 2.04  0.59
Cl 6.87 3.67 1.07  0.50
H 5.99 1.67 0.31  0.00
Cl -4.19 7.04 0.13  0.48
C -5.02 5.48 0.41  -1.50
Cl -5.27 5.35 2.19  0.49
Cl -4.09 4.13 -0.20  0.54
H -5.99 5.45 -0.07  0.01
C 0.30 -2.56 3.40  -0.11
C -0.92 -2.51 2.47  -0.27
C -0.89 -3.68 1.49  -0.23
C -1.77 -3.50 0.27  -0.24
C -1.54 -4.55 -0.84  -0.27
C -2.26 -4.23 -2.16  -0.11
H 0.25 -1.74 4.12  0.07
H 1.20 -2.44 2.79  0.05
H 0.41 -3.47 3.99  0.07
H -1.88 -2.46 3.00  0.11
H -0.90 -1.54 1.96  0.09
H -1.24 -4.54 2.06  0.12
H 0.13 -3.88 1.17  0.11
H -2.85 -3.49 0.46  0.12
H -1.61 -2.54 -0.23  0.10
H -0.46 -4.55 -1.02  0.10
H -1.89 -5.53 -0.50  0.10
H -3.21 -3.74 -1.92  0.07
H -1.67 -3.60 -2.83  0.07
H -2.59 -5.12 -2.69  0.06

## Properties
E_HOMO: -10.8 eV
Energy: -151347.677 eV
ΔE to the lowest compared entry with this formula, charge and spin: 0.0 kJ/mol
SMILES string: FC(F)C(F)(F)COC(F)(F)C(F)F.ClC(Cl)Cl.ClC(Cl)Cl.ClC(Cl)Cl.CCCCCC

(2)
Entry from OMol25: a cluster of 2 separate species, C4H7N3 in total (ωB97M-V with the def2-TZVPD basis set).

Each line ends with the Löwdin charge.
Atoms and positions in Å:
H 1.26 1.69 1.39  0.06
N 0.72 0.98 0.90  0.14
C 1.44 0.36 0.05  -0.51
N 0.97 -0.66 -0.72  0.14
C 2.85 0.68 -0.18  -0.14
N 3.96 0.99 -0.34  0.16
H -0.03 -0.78 -0.75  0.06
H 1.52 -1.01 -1.49  0.10
C -2.30 0.12 -0.21  -0.09
C -1.94 -0.89 0.58  -0.10
H -1.83 1.10 -0.09  0.04
H -3.05 0.01 -0.98  0.05
H -2.38 -1.88 0.49  0.05
H -1.18 -0.74 1.35  0.04

## Properties
E_HOMO: -10.1 eV
Energy: -8730.395 eV
ΔE to the lowest compared entry with this formula, charge and spin: 123.9 kJ/mol
SMILES string: [H]/N=C(/N)C#N.C=C

(3)
Entry from OMol25: a cluster of 2 separate species, C4H14N3 in total (ωB97M-V with the def2-TZVPD basis set).

Each line ends with the Löwdin spin population.
Atoms and positions in Å:
C -0.39 1.23 -1.61  0.01
C 0.32 2.03 0.66  0.00
N -0.61 1.70 -0.24  0.00
N 1.63 2.06 0.37  0.00
N -0.04 2.41 1.88  0.00
H -1.53 2.08 -0.06  0.00
H 1.97 1.66 -0.49  0.00
H 2.15 2.86 0.72  0.00
H -0.99 2.41 2.21  0.00
H 0.66 2.64 2.55  0.00
H -0.61 0.17 -1.59  0.01
H 0.61 1.42 -1.99  0.00
H -1.05 1.75 -2.30  0.00
C -0.56 -3.62 0.36  0.38
C 0.04 -2.43 -0.36  0.26
H -1.49 -4.12 0.01  0.04
H 0.19 -4.41 -0.03  0.15
H -0.57 -3.46 1.43  0.01
H 0.46 -2.65 -1.33  0.00
H -0.93 -1.84 -0.47  0.12
H 0.75 -1.90 0.28  0.00

## Properties
E_HOMO (spin up / spin down): -17.9 / -17.9 eV
Energy: -8825.494 eV
ΔE to the lowest compared entry with this formula, charge and spin: 204.4 kJ/mol
Multiplicity: 2
Net charge: +2

(4)
Entry from OMol25: a cluster of 2 separate species, C14H22ClF7NO5 in total (ωB97M-V with the def2-TZVPD basis set).

Each line ends with the Löwdin charge.
Atoms and positions in Å:
O 3.55 2.59 3.89  0.11
C 2.46 2.86 3.67  -0.75
Cl 1.42 3.23 5.10  0.67
C 1.89 2.95 2.23  -0.10
O 1.27 1.72 1.79  0.02
C -0.10 1.87 1.90  -0.57
O -0.64 2.47 1.05  0.21
O -0.65 1.34 3.02  0.19
C -2.01 1.53 3.15  -0.46
F -2.72 1.05 2.12  0.18
F -2.36 0.75 4.17  0.18
C -2.45 3.00 3.54  -0.33
F -1.43 3.86 3.62  0.15
F -2.99 2.96 4.77  0.18
C -3.56 3.63 2.63  -0.59
F -3.79 4.85 3.09  0.20
F -3.27 3.65 1.36  0.22
F -4.68 2.95 2.85  0.19
H 1.22 3.83 2.18  0.14
H 2.72 3.16 1.55  0.15
C 0.86 -0.70 -4.03  -0.05
C 0.72 -0.53 -2.53  -0.15
N -0.38 -1.35 -1.88  -0.25
C -1.71 -0.79 -2.34  0.02
C -0.38 -1.13 -0.37  -0.15
C 0.82 -1.65 0.40  -0.04
C -0.40 -2.82 -2.28  -0.07
C 0.83 -3.69 -2.05  -0.19
O 1.93 -3.29 -2.84  -0.19
C 3.16 -3.12 -2.14  -0.07
H -0.04 -0.40 -4.57  0.08
H 1.67 -0.07 -4.38  0.10
H 1.11 -1.72 -4.32  0.08
H 0.47 0.52 -2.31  0.14
H 1.65 -0.75 -2.02  0.10
H -1.75 0.26 -2.07  0.12
H -2.50 -1.34 -1.84  0.11
H -1.79 -0.92 -3.42  0.10
H -1.29 -1.58 0.02  0.14
H -0.45 -0.05 -0.24  0.12
H 0.73 -2.72 0.60  0.08
H 0.84 -1.17 1.38  0.09
H 1.78 -1.45 -0.07  0.08
H -0.64 -2.83 -3.34  0.14
H -1.25 -3.26 -1.75  0.15
H 0.56 -4.70 -2.37  0.14
H 1.09 -3.78 -1.00  0.10
H 3.20 -3.69 -1.21  0.10
H 3.32 -2.06 -1.93  0.08
H 3.97 -3.45 -2.79  0.10

## Properties
E_HOMO: -13.1 eV
Energy: -58139.807 eV
Net charge: +1

Number 1: largest force on an atom 1.75 eV Å⁻¹. Number 2: largest force on an atom 1.13 eV Å⁻¹. Number 3: largest force on an atom 1.60 eV Å⁻¹. Number 4: largest force on an atom 3.67 eV Å⁻¹.